Formula: C36H34Br2F3N6O7PS2SeSiTi
Source: the OMol25 dataset
Level of theory: the ωB97M-V functional and the def2-TZVPD basis

Cartesian coordinates (Å):
Br  -7.33  -1.56  -2.25
Br  -3.66  2.73  -2.05
Se  2.85  -2.37  3.22
Ti  -0.82  -0.31  0.56
S  -2.30  0.26  3.78
S  -0.87  -2.08  -1.27
P  0.96  2.27  2.18
Si  1.55  1.02  -1.48
F  -4.69  1.25  4.16
F  -3.80  1.82  2.28
F  -4.59  -0.17  2.54
O  0.40  0.38  -0.48
O  2.23  2.50  1.44
O  -1.71  1.52  4.22
O  -0.28  1.63  1.61
O  -2.60  -0.69  4.81
O  -2.18  0.76  -0.18
O  -1.65  -0.32  2.60
N  0.53  -3.99  0.04
N  0.57  -1.39  1.62
N  2.97  1.02  3.42
N  -2.89  -1.57  0.66
N  -1.21  3.81  2.66
N  -0.91  -4.63  -1.75
C  2.23  5.12  -1.76
C  0.92  -5.26  0.17
C  5.30  0.40  0.23
C  0.43  -6.26  -0.66
C  -5.34  0.42  -1.98
C  1.40  2.88  -1.35
C  -0.12  0.54  -3.71
C  -0.41  0.23  -5.03
C  -5.21  -2.87  -0.17
C  -4.92  -1.58  -0.67
C  1.19  0.57  -3.25
C  0.63  -0.04  -5.92
C  2.22  0.30  -4.15
C  -4.36  -3.44  0.73
C  -3.74  -0.99  -0.22
C  1.52  1.30  3.65
C  -3.32  0.30  -0.66
C  -3.94  0.80  3.15
C  -4.15  0.99  -1.50
C  1.48  -1.79  2.22
C  3.16  0.30  -0.90
C  3.31  -1.09  -1.01
C  0.02  4.82  -0.88
C  -0.49  -5.87  -1.61
C  4.44  -1.72  -0.50
C  -5.72  -0.83  -1.58
C  4.17  1.03  -0.27
C  0.20  3.44  -0.90
C  -0.36  -3.72  -0.92
C  1.90  -5.55  1.26
C  0.27  3.91  2.72
C  -3.21  -2.75  1.14
C  5.44  -0.98  0.11
C  2.40  3.74  -1.80
C  1.94  0.00  -5.48
C  1.04  5.66  -1.30
H  0.57  4.19  3.73
H  0.61  4.65  2.00
H  2.67  -4.78  1.30
H  1.35  1.78  4.60
H  -6.10  -3.39  -0.51
H  0.76  -7.28  -0.57
H  3.19  1.44  2.49
H  -0.93  5.24  -0.55
H  1.39  -5.54  2.23
H  6.31  -1.48  0.51
H  -1.68  4.68  2.89
H  3.25  0.31  -3.81
H  2.75  -0.21  -6.17
H  -0.93  -6.60  -2.29
H  -4.56  -4.42  1.14
H  4.53  -2.80  -0.59
H  6.08  0.98  0.70
H  3.33  3.34  -2.18
H  -2.52  -3.18  1.86
H  2.53  -1.68  -1.47
H  -0.94  0.75  -3.03
H  0.41  -0.28  -6.95
H  -1.52  3.04  3.29
H  -1.44  0.19  -5.37
H  4.06  2.10  -0.16
H  0.90  6.74  -1.28
H  3.57  1.43  4.13
H  0.98  0.35  3.65
H  2.37  -6.53  1.13
H  3.15  -0.01  3.37
H  -5.96  0.98  -2.66
H  -1.48  3.49  1.73
H  3.02  5.77  -2.11
H  -0.60  2.78  -0.59

Spin multiplicity   1
Max |F|   0.70 eV/Å
Orbital gap   6.82 eV
E   -12373.5823 hartree
Energy relative to the best compared isomer or geometry (same formula, charge and spin)   132.60 kJ/mol
Net charge   0
LUMO level   -0.547 eV



Formula: C26H22AsBrN4O9PdS
Source: the OMol25 dataset
Level of theory: the ωB97M-V functional and the def2-TZVPD basis

Cartesian coordinates (Å):
Pd  -0.46  0.02  0.54
Br  1.52  -0.45  -3.93
As  -2.64  -0.57  3.19
S  -1.49  2.40  1.33
O  -1.53  3.77  1.82
O  -0.64  1.56  2.18
O  2.84  -1.37  -0.54
O  -1.78  0.50  4.42
O  0.43  0.08  -1.43
O  -1.25  2.31  -0.11
O  -1.40  -1.04  2.19
O  1.43  1.32  0.12
O  -3.29  -0.95  0.13
N  0.96  -0.85  3.57
N  -0.23  -6.88  -3.21
N  4.20  -0.73  1.16
N  1.87  -1.03  1.50
C  -3.72  0.89  2.29
C  2.12  1.26  -3.42
C  2.89  -1.05  0.63
C  4.35  -0.36  2.45
C  -5.42  2.58  0.83
C  1.19  0.99  -1.05
C  -1.68  -2.13  -1.19
C  -5.11  0.76  2.36
C  2.40  3.04  -1.85
C  2.03  -0.71  2.77
C  5.30  -0.75  0.24
C  3.25  3.27  -4.08
C  -4.05  2.72  0.76
C  -0.50  -5.84  -2.78
C  3.05  3.79  -2.81
C  1.91  1.76  -2.14
C  -1.32  -4.50  -0.92
C  -0.79  -3.43  -3.03
C  -1.19  -2.24  -2.52
C  -1.73  -3.31  -0.41
C  -2.15  -0.87  -0.70
C  -5.96  1.60  1.66
C  3.31  -0.34  3.30
C  2.78  2.01  -4.39
C  -3.21  1.90  1.49
C  -0.85  -4.60  -2.25
H  -6.07  3.22  0.24
H  3.42  4.78  -2.57
H  -5.53  0.00  3.01
H  2.92  1.58  -5.37
H  -7.03  1.49  1.73
H  5.35  0.18  -0.33
H  2.23  3.41  -0.85
H  -1.17  -1.36  -3.14
H  -2.08  -3.22  0.61
H  6.24  -0.90  0.79
H  3.75  3.85  -4.84
H  0.93  -0.34  4.44
H  5.14  -1.56  -0.47
H  0.07  -0.96  3.05
H  -3.58  3.48  0.15
H  -2.25  -0.08  -1.47
H  -3.59  -0.04  0.30
H  -0.45  -3.50  -4.06
H  -1.35  -5.40  -0.31
H  5.37  -0.10  2.75
H  3.43  -0.06  4.34
H  -1.18  0.99  3.84

Spin multiplicity   1
Max |F|   5.83 eV/Å
Orbital gap (alpha / beta)   6.18 / 5.57 eV
E   -7236.1132 hartree
Net charge   -2
LUMO level (alpha / beta)   4.334 / 4.334 eV



Formula: C26H54N2O10
Source: the OMol25 dataset
Level of theory: the ωB97M-V functional and the def2-TZVPD basis

Cartesian coordinates (Å):
O  4.10  -2.50  2.78
O  1.65  -0.47  -0.25
O  4.01  -1.39  -2.69
O  1.72  2.56  1.49
O  -4.69  0.72  3.75
O  1.47  2.44  -2.65
O  0.29  -0.60  1.41
O  -2.14  1.02  -5.34
O  -5.90  -3.27  -0.06
O  3.11  -3.03  -1.60
N  0.64  -0.16  0.33
N  3.77  -2.02  -1.66
C  -3.98  0.97  -3.84
C  -1.55  1.08  -4.08
C  4.87  -3.65  3.11
C  -4.49  -3.38  0.14
C  4.08  -4.36  4.26
C  3.35  1.12  2.37
C  -2.71  -0.50  3.82
C  2.60  3.63  -4.34
C  -0.18  0.89  -0.25
C  -3.61  1.65  3.47
C  2.40  2.22  -3.74
C  -3.90  -2.18  -0.66
C  2.81  -2.58  3.37
C  1.04  3.78  -2.58
C  2.88  2.71  0.63
C  2.66  -4.01  3.93
C  -6.09  -2.94  -1.41
C  4.46  -1.57  -0.43
C  2.14  4.57  -3.15
C  4.05  2.10  1.39
C  -3.47  1.51  -5.19
C  -4.92  -2.01  -1.79
C  -4.21  -0.62  3.80
C  -2.46  0.77  3.02
C  -2.65  0.77  -3.04
C  2.13  1.94  2.70
H  -2.58  -0.27  -2.67
H  3.04  0.19  1.87
H  -7.06  -2.42  -1.50
H  4.22  -2.23  0.37
H  0.15  1.80  0.28
H  -4.34  -3.28  1.22
H  -3.33  2.25  4.36
H  -4.06  -4.32  -0.22
H  -1.20  2.11  -3.91
H  -3.43  2.61  -5.21
H  3.28  1.73  -3.33
H  -4.65  -1.24  2.99
H  -2.65  0.53  1.97
H  3.66  3.86  -4.48
H  4.35  -3.88  5.21
H  -4.73  1.60  -3.34
H  -2.87  -2.36  -0.95
H  5.55  -1.57  -0.60
H  1.32  1.26  3.01
H  4.32  -5.42  4.32
H  -0.73  0.36  -4.05
H  -4.07  1.16  -6.07
H  4.13  -0.57  -0.16
H  1.99  1.57  -4.52
H  -1.21  0.68  0.01
H  -4.64  -1.04  4.72
H  -2.16  -1.33  3.38
H  2.71  -1.79  4.13
H  2.77  2.17  -0.31
H  -2.41  -0.35  4.86
H  -4.46  0.03  -4.10
H  -1.48  1.23  3.13
H  4.79  1.62  0.77
H  3.04  3.77  0.44
H  2.10  3.87  -5.26
H  2.11  -2.29  2.60
H  1.85  5.54  -3.53
H  3.97  0.87  3.23
H  -2.64  1.46  -2.21
H  4.54  2.90  1.93
H  -5.27  -0.99  -1.89
H  5.83  -3.23  3.43
H  4.96  -4.33  2.26
H  -6.12  -3.84  -2.02
H  -3.98  2.29  2.67
H  0.74  4.09  -1.55
H  -3.90  -1.26  -0.06
H  0.15  3.89  -3.20
H  2.02  -3.95  4.82
H  -4.46  -2.26  -2.76
H  2.20  -4.67  3.18
H  2.94  4.72  -2.44
H  2.37  2.60  3.52
H  0.06  0.94  -1.32

Spin multiplicity   1
Max |F|   2.64 eV/Å
Orbital gap   9.76 eV
E   -1884.6657 hartree
Energy relative to the best compared isomer or geometry (same formula, charge and spin)   511.67 kJ/mol
Net charge   0
Structure (SMILES)   C[N+](=O)[O-].C[N+](=O)[O-].C1CCOC1.C1CCOC1.C1CCOC1.C1CCOC1.C1CCOC1.C1CCOC1
LUMO level   0.348 eV



Formula: C5H14N2O
Source: the OMol25 dataset
Level of theory: the ωB97M-V functional and the def2-TZVPD basis

Cartesian coordinates (Å):
O  3.00  -2.56  2.19
N  0.32  -1.92  -0.33
N  -0.64  2.45  0.43
C  0.21  -1.60  -1.73
C  -0.95  1.34  -0.37
C  -1.03  2.36  1.81
C  -0.23  0.85  -1.37
C  -0.65  -0.38  -2.10
H  1.19  -1.50  -2.18
H  -0.94  3.31  2.28
H  -1.90  0.92  -0.04
H  -0.58  -1.81  0.14
H  0.29  2.80  0.33
H  2.33  -2.97  2.76
H  0.92  -1.26  0.15
H  -0.58  -0.26  -3.17
H  0.73  1.30  -1.60
H  -1.72  -0.56  -1.98
H  3.09  -1.70  2.63
H  -2.09  2.15  1.94
H  -0.55  1.55  2.38
H  -0.22  -2.49  -2.20

Spin multiplicity   1
Max |F|   1.13 eV/Å
Orbital gap   8.65 eV
E   -383.6163 hartree
Energy relative to the best compared isomer or geometry (same formula, charge and spin)   221.53 kJ/mol
Net charge   0
Structure (SMILES)   CN/C=C/CCN.O
LUMO level   0.667 eV



Formula: C23H34N2O5
Source: the OMol25 dataset
Level of theory: the ωB97M-V functional and the def2-TZVPD basis

Cartesian coordinates (Å):
O  -2.96  -2.03  1.05
O  4.15  0.66  2.02
O  5.47  0.13  -0.50
O  -1.76  -1.65  -2.59
O  -0.75  0.47  2.02
N  -0.67  -1.86  -0.62
N  -1.16  0.83  -0.18
C  -1.19  -1.16  -1.64
C  2.05  -1.15  -1.06
C  3.38  -0.83  -1.28
C  -0.71  -3.30  -0.64
C  -1.17  4.62  -0.15
C  1.46  -0.87  0.16
C  -1.65  2.18  0.05
C  -1.67  -3.90  0.39
C  -3.06  2.40  -0.50
C  -5.37  -1.60  1.39
C  6.07  -0.18  -1.73
C  -2.58  4.86  -0.67
C  -3.04  -3.24  0.33
C  5.54  0.91  2.06
C  -0.69  0.12  0.86
C  -0.69  3.22  -0.53
C  -4.02  -1.13  0.84
C  0.01  -1.19  0.47
C  3.57  0.07  0.94
C  4.15  -0.22  -0.30
C  -0.96  0.35  -1.52
C  -3.54  3.80  -0.12
C  2.23  -0.27  1.15
H  6.07  -1.26  -1.93
H  -3.06  2.32  -1.59
H  -1.68  2.29  1.14
H  -1.28  -3.77  1.40
H  -5.26  -1.89  2.43
H  -3.80  -3.90  0.79
H  -3.58  3.88  0.97
H  1.49  -1.63  -1.85
H  5.72  1.30  3.06
H  -5.74  -2.45  0.82
H  -0.49  5.37  -0.58
H  3.80  -1.06  -2.24
H  -2.92  5.86  -0.37
H  -3.74  1.65  -0.10
H  -6.09  -0.79  1.32
H  -0.65  3.13  -1.61
H  -3.33  -3.04  -0.71
H  -4.11  -0.91  -0.23
H  0.30  -3.69  -0.47
H  -1.03  -3.58  -1.65
H  -4.54  3.97  -0.51
H  7.10  0.16  -1.65
H  5.84  1.66  1.32
H  5.59  0.34  -2.57
H  1.80  -0.03  2.11
H  0.06  0.56  -1.87
H  -3.71  -0.22  1.37
H  -1.76  -4.97  0.19
H  0.31  3.05  -0.13
H  -2.59  4.82  -1.76
H  -1.66  0.84  -2.19
H  6.12  0.00  1.91
H  -0.04  -1.84  1.35
H  -1.15  4.73  0.93

Spin multiplicity   1
Max |F|   0.53 eV/Å
Orbital gap   8.85 eV
E   -1382.5404 hartree
Energy relative to the best compared isomer or geometry (same formula, charge and spin)   116.11 kJ/mol
Net charge   0
Structure (SMILES)   CCOCCCN1C(=O)CN(C2CCCCC2)C(=O)[C@@H]1c1ccc(OC)c(OC)c1
LUMO level   0.691 eV



Formula: C28H52Br2F3NO24P
Source: the OMol25 dataset
Level of theory: the ωB97M-V functional and the def2-TZVPD basis

Cartesian coordinates (Å):
Br  -6.84  2.17  3.29
Br  -5.72  0.08  -0.69
P  -1.56  0.76  2.01
F  -5.38  2.39  0.99
F  -7.81  -0.05  0.96
F  -7.47  2.40  0.72
O  3.76  2.38  -2.95
O  9.14  -2.63  0.31
O  5.69  8.05  -1.23
O  -0.18  -4.06  -0.39
O  8.28  -0.63  -0.28
O  2.35  1.49  -1.43
O  6.95  6.20  -0.95
O  -1.66  1.88  3.26
O  -8.56  -6.15  0.72
O  3.74  -6.15  -3.67
O  -2.82  -1.05  -0.02
O  7.84  -2.53  -1.41
O  -3.93  -2.86  0.74
O  0.94  -2.91  -1.98
O  4.38  1.90  -0.84
O  -9.66  -5.03  2.35
O  1.69  -3.14  0.14
O  5.68  -7.02  -4.04
O  -8.67  -4.00  0.60
O  5.14  -6.42  -1.93
O  7.60  8.25  -0.25
O  -5.98  7.27  2.26
O  -7.94  7.91  1.36
O  -6.95  6.18  0.55
N  -2.06  -0.72  2.76
C  -6.48  0.29  1.07
C  -8.87  -7.36  1.40
C  -5.86  5.25  0.54
C  1.32  1.49  -2.42
C  -6.87  7.13  1.47
C  -6.50  1.82  1.41
C  6.94  -7.46  -3.55
C  8.80  7.66  0.23
C  2.83  -2.36  -0.21
C  8.41  -1.81  -0.44
C  3.52  1.97  -1.85
C  -7.98  8.99  2.29
C  -3.39  -1.73  0.88
C  6.76  7.38  -0.83
C  4.70  7.23  -1.87
C  4.87  -6.52  -3.10
C  0.25  0.54  1.86
C  -5.87  -0.61  2.11
C  2.77  -5.59  -2.78
C  7.01  -1.77  -2.29
C  0.82  -3.33  -0.85
C  -9.10  -2.74  1.12
C  -3.39  -1.20  2.33
C  -1.22  -4.33  -1.35
C  -9.02  -5.05  1.32
C  5.69  2.37  -1.15
C  9.81  -1.99  1.40
C  -4.49  -0.20  2.66
H  1.59  0.87  -3.26
H  -7.12  9.65  2.16
H  -1.42  -1.43  2.42
H  0.73  1.36  2.38
H  1.90  -5.33  -3.36
H  -3.60  -2.06  2.94
H  -6.58  -0.63  2.93
H  4.33  6.47  -1.18
H  -8.43  -7.36  2.40
H  1.11  2.51  -2.75
H  -0.82  -4.91  -2.18
H  5.67  3.42  -1.43
H  5.11  6.76  -2.76
H  0.65  -0.38  2.28
H  7.60  -1.01  -2.81
H  6.82  -8.26  -2.82
H  -10.19  -2.70  1.17
H  3.88  7.89  -2.15
H  6.62  -2.47  -3.03
H  -5.78  4.71  1.48
H  -5.85  -1.62  1.71
H  6.19  -1.32  -1.75
H  3.16  -4.69  -2.31
H  9.08  -1.54  2.08
H  10.50  -1.23  1.03
H  0.50  0.64  0.81
H  -8.00  8.61  3.31
H  -8.75  -1.98  0.44
H  -8.89  9.54  2.10
H  -4.92  5.77  0.34
H  -8.67  -2.57  2.11
H  2.49  -6.32  -2.02
H  7.49  -7.84  -4.40
H  2.52  -1.36  -0.52
H  3.44  -2.28  0.69
H  0.43  1.09  -1.94
H  -6.05  4.54  -0.25
H  -1.97  -4.92  -0.83
H  9.37  7.21  -0.58
H  -2.43  2.41  3.10
H  3.40  -2.84  -1.00
H  -8.44  -8.16  0.82
H  7.49  -6.63  -3.11
H  10.36  -2.76  1.92
H  8.59  6.92  1.00
H  -1.67  -3.41  -1.69
H  -9.95  -7.50  1.47
H  9.39  8.47  0.67
H  -4.23  0.82  2.41
H  6.14  1.77  -1.94
H  -4.58  -0.23  3.74
H  6.30  2.26  -0.25

Spin multiplicity   1
Max |F|   1.65 eV/Å
Orbital gap   6.38 eV
E   -8747.7631 hartree
Net charge   -1
LUMO level   1.880 eV